--- 1 ---
ORCA calculation (the ωB97M-V functional and the def2-TZVPD basis) on an isolated molecule of C20H35N3O5S.

Geometry as XYZ:
```
64
Properties=species:S:1:pos:R:3:mulliken_charge:R:1
C 2.83869 5.42714 2.19234 -2.096
C 3.48312 4.08424 2.53232 2.129
C 4.95463 4.32920 2.87709 -1.847
C 2.73842 3.45683 3.72074 -1.212
C 3.16226 2.02022 4.01542 -0.741
C 3.02838 1.13833 2.77818 -0.740
C 3.81814 1.72813 1.60047 1.269
C 3.73968 0.75669 0.43555 -0.313
O 4.44205 -0.24127 0.40319 -0.702
N 2.83614 1.03366 -0.54222 0.038
C 2.50378 0.03547 -1.53664 -1.606
C 1.47652 -0.95555 -1.02626 0.645
C 1.15436 -2.04311 -2.03853 -0.720
C 0.03030 -2.93298 -1.51380 -1.375
C -1.16582 -2.08433 -1.11719 2.101
C -0.70725 -1.00546 -0.14581 -1.280
O 0.30960 -0.19965 -0.70859 -0.423
C -2.02216 -1.49148 -2.26549 -1.098
C -3.28285 -1.85411 -1.44963 -0.102
N -4.42257 -2.42087 -2.12639 -0.096
C -5.49781 -1.67761 -2.46498 0.654
O -5.62122 -0.49634 -2.20754 -0.636
C -6.59401 -2.39392 -3.25182 -0.812
S -7.05355 -4.01172 -2.68392 1.163
N -7.43792 -3.76796 -1.10821 -0.510
O -8.24636 -4.38425 -3.38019 -0.640
O -5.87812 -4.84229 -2.72575 -0.674
C -2.42852 -2.81362 -0.60389 -1.557
C 3.35029 3.15328 1.31580 -1.760
H 1.78530 5.30086 1.93148 0.402
H 2.89593 6.11064 3.04249 0.453
H 3.34309 5.89947 1.34611 0.421
H 5.47986 3.41837 3.16264 0.378
H 5.47992 4.76179 2.02249 0.389
H 5.03422 5.03126 3.71005 0.440
H 2.87816 4.08580 4.60502 0.436
H 1.66522 3.46668 3.49600 0.360
H 4.19947 1.99642 4.36213 0.375
H 2.55667 1.61746 4.83012 0.405
H 3.38247 0.12634 2.97994 0.401
H 1.97140 1.06381 2.49218 0.223
H 4.87561 1.73486 1.87503 0.154
H 2.15705 1.75516 -0.37277 0.309
H 2.10924 0.53784 -2.42172 0.430
H 3.41663 -0.49252 -1.80696 0.380
H 1.86020 -1.41593 -0.10319 0.334
H 0.84575 -1.56835 -2.97606 0.301
H 2.05335 -2.62803 -2.24377 0.417
H -0.26560 -3.67241 -2.26240 0.451
H 0.38291 -3.48711 -0.63589 0.374
H -1.52552 -0.33224 0.11622 0.444
H -0.34171 -1.47860 0.77849 0.414
H -1.86944 -0.44431 -2.52240 0.251
H -1.95264 -2.10324 -3.16808 0.378
H -3.63790 -1.00042 -0.87652 0.362
H -4.40106 -3.39024 -2.40974 0.332
H -7.48662 -1.77456 -3.22580 0.326
H -6.28765 -2.53772 -4.28996 0.357
H -8.41520 -3.94221 -0.91922 0.267
H -6.80617 -4.23610 -0.47395 0.272
H -2.47131 -3.83395 -0.99447 0.372
H -2.60529 -2.83765 0.47265 0.324
H 2.28798 3.14522 1.03783 0.611
H 3.89744 3.57692 0.46777 0.399
```

Summary:
Gap between HOMO and LUMO (eV): 9.80
Molar mass (g mol⁻¹): 429.6
HOMO energy (eV): -9.4
Total charge: 0

=====

--- 2 ---
ORCA calculation (the ωB97M-V functional and the def2-TZVPD basis) on an isolated molecule of C20H35N3O5S.

Geometry as XYZ:
```
64
Properties=species:S:1:pos:R:3:mulliken_charge:R:1
C 0.45926 -6.58543 -0.30940 -1.716
H 0.61647 -7.64936 -0.14835 0.492
H 1.05968 -6.03677 0.41291 0.247
H -0.58686 -6.35574 -0.12321 0.409
C 0.84292 -6.19981 -1.73535 0.352
C 2.32422 -6.47159 -2.00575 -0.753
C 2.69777 -6.09545 -3.43648 -0.734
C 2.38456 -4.62743 -3.70743 -0.521
C 0.90888 -4.33795 -3.44376 -1.156
H 0.30051 -4.90778 -4.14842 0.402
H 0.69981 -3.27770 -3.60009 0.359
C 0.49502 -4.72816 -2.02014 -0.641
N 1.09589 -3.83877 -1.05012 0.244
C 0.37920 -3.05573 -0.21765 -0.014
O -0.83486 -3.05348 -0.20058 -0.678
C 1.25915 -2.17661 0.67454 0.131
C 0.48202 -1.60556 1.86407 -1.307
C -0.52991 -0.54944 1.41977 -1.163
N 0.07771 0.49385 0.61633 0.167
S 0.92842 1.66111 1.47662 1.158
O 0.96267 1.33060 2.86768 -0.709
O 2.16293 1.94340 0.80960 -0.719
N -0.02118 3.01400 1.32242 -0.050
C -0.13638 3.50166 -0.03298 -0.648
C -0.70419 4.91675 -0.02027 -1.136
H -0.03678 5.58770 0.51856 0.291
H -0.82934 5.27721 -1.04167 0.434
C -2.06498 4.93104 0.69188 0.867
C -1.91135 4.32414 2.09570 -1.035
C -1.29803 2.93166 1.99404 -0.650
H -1.11030 2.51548 2.98374 0.563
H -1.98271 2.27375 1.43879 0.372
H -1.26862 4.98279 2.67751 0.310
H -2.88946 4.26856 2.57468 0.400
O -3.00267 4.20685 -0.08641 -0.381
C -4.19294 4.95834 -0.14900 -0.351
H -4.68280 4.74705 -1.09907 0.295
C -3.68995 6.39650 -0.01411 -0.461
H -4.39652 7.06842 0.47292 0.313
O -2.55930 6.25671 0.81760 -0.476
H -3.39780 6.80567 -0.99060 0.274
H -4.86119 4.69589 0.68251 0.265
H 0.86638 3.48904 -0.46006 0.570
H -0.79779 2.84992 -0.62195 0.364
C 0.76276 -0.03249 -0.54493 -1.382
H 1.20020 0.81189 -1.07702 0.476
C 1.85436 -1.02749 -0.15250 -0.661
H 2.59314 -0.49233 0.44743 0.458
H 2.34312 -1.40578 -1.05306 0.504
H 0.01224 -0.51484 -1.17900 0.650
H -0.97132 -0.07234 2.29373 0.444
H -1.31407 -1.01765 0.81993 0.683
H -0.04847 -2.40861 2.37775 0.460
H 1.18195 -1.13874 2.55950 0.515
H 2.07630 -2.80188 1.05511 0.520
H 2.10144 -3.81321 -1.01296 0.366
H -0.58527 -4.58720 -1.90309 0.617
H 2.62265 -4.38246 -4.74437 0.363
H 3.01051 -3.99574 -3.07257 0.272
H 3.75922 -6.28746 -3.60622 0.373
H 2.13047 -6.71823 -4.13186 0.316
H 2.53108 -7.53057 -1.83783 0.360
H 2.94018 -5.90556 -1.30273 0.249
H 0.25258 -6.80617 -2.43099 0.441
```

Summary:
Gap between HOMO and LUMO (eV): 9.78
Molar mass (g mol⁻¹): 429.6
HOMO energy (eV): -9.0
Total charge: 0

=====

Relative calculated energies, zero for the most stable structure, unit kcal/mol: 1 0.0; 2 9.9.